[1]
# C22H53NO3

A cluster of 5 separate species, C22H53NO3 in total in a non-equilibrium geometry (ωB97M-V with the def2-TZVPD basis set, the Open Molecules 2025 dataset).

The geometry in XYZ format:
```
79
C22H53NO3 ωB97M-V with the def2-TZVPD basis set
C 18.02 17.95 -8.15
C 19.04 18.69 -9.07
N 18.92 18.70 -10.38
O 19.91 19.36 -8.57
H 17.75 18.61 -7.32
H 18.59 17.04 -7.98
H 17.00 17.83 -8.52
H 18.09 18.35 -10.85
H 19.65 19.13 -10.92
C 21.23 28.49 -24.06
C 21.22 27.03 -23.54
C 20.05 26.10 -23.99
C 18.69 26.56 -23.39
C 18.01 25.37 -22.58
C 16.60 25.65 -22.13
H 22.21 28.88 -23.77
H 20.39 29.06 -23.68
H 21.33 28.52 -25.14
H 22.21 26.57 -23.63
H 21.05 27.00 -22.47
H 20.22 25.05 -23.72
H 20.19 26.24 -25.06
H 18.67 27.44 -22.74
H 18.11 27.13 -24.12
H 17.99 24.44 -23.15
H 18.65 25.12 -21.74
H 15.93 25.82 -22.98
H 16.32 24.70 -21.69
H 16.44 26.54 -21.53
C 18.41 13.05 -20.74
C 19.41 12.74 -21.88
C 20.44 13.82 -22.10
C 19.96 15.04 -22.82
C 20.44 16.50 -22.35
C 19.62 16.85 -21.10
H 19.02 13.27 -19.86
H 17.72 12.21 -20.65
H 17.84 13.96 -20.93
H 19.90 11.83 -21.51
H 18.81 12.54 -22.76
H 21.17 13.31 -22.74
H 20.85 14.17 -21.15
H 20.21 14.98 -23.88
H 18.88 15.08 -22.95
H 21.53 16.57 -22.31
H 20.16 17.17 -23.16
H 18.55 16.85 -21.27
H 19.77 16.04 -20.37
H 19.99 17.78 -20.67
C 20.46 21.71 -18.39
C 19.84 22.11 -17.02
C 19.00 20.91 -16.51
C 18.05 21.33 -15.39
C 17.00 20.25 -15.09
C 16.11 19.79 -16.27
H 19.70 21.39 -19.10
H 21.06 20.81 -18.24
H 20.99 22.53 -18.87
H 20.65 22.31 -16.31
H 19.18 22.96 -17.19
H 19.53 20.02 -16.17
H 18.53 20.43 -17.37
H 18.52 21.59 -14.45
H 17.56 22.25 -15.70
H 17.38 19.45 -14.46
H 16.23 20.63 -14.42
H 16.44 18.93 -16.84
H 15.19 19.36 -15.87
H 15.78 20.56 -16.97
O 22.29 20.22 -12.97
C 23.65 20.13 -13.35
C 24.49 19.47 -12.20
O 24.97 20.40 -11.20
H 22.07 20.97 -12.41
H 23.82 19.52 -14.24
H 23.99 21.11 -13.68
H 25.25 18.72 -12.42
H 23.84 18.70 -11.77
H 24.22 20.78 -10.75
```

Calculated values
Spin multiplicity   1
F_max   0.0593 Eh/bohr
Net charge   0
SMILES   CC(N)=O.CCCCCC.CCCCCC.CCCCCC.OCCO
Gap between HOMO and LUMO   0.3705 Eh
E_LUMO   0.0163 hartree



[2]
# C22H54Cl9N5O5

A structure of composition C22H54Cl9N5O5 in a non-equilibrium geometry (ωB97M-V with the def2-TZVPD basis set, the Open Molecules 2025 dataset).

The geometry in XYZ format:
```
95
C22H54Cl9N5O5 ωB97M-V with the def2-TZVPD basis set
C -1.21 1.19 3.23
Cl -0.77 0.79 1.57
Cl 0.27 1.92 3.94
Cl -1.76 -0.40 3.91
H -2.03 1.88 3.41
C -0.40 -3.08 2.46
Cl -0.20 -4.86 2.55
Cl 1.11 -2.14 2.07
Cl -1.22 -2.49 3.88
H -1.09 -2.89 1.64
C 2.59 -3.18 -2.82
Cl 3.52 -4.69 -2.85
Cl 1.79 -2.75 -4.32
Cl 3.59 -1.81 -2.47
H 1.79 -3.19 -2.08
C 0.97 4.08 2.54
C 1.88 3.43 1.53
C 3.38 3.57 1.86
O 3.78 4.89 2.31
C 5.19 5.08 2.52
N 1.60 2.03 1.30
H -0.07 4.03 2.23
H 1.36 5.08 2.70
H 0.95 3.66 3.55
H 1.62 3.97 0.62
H 4.05 3.16 1.10
H 3.68 2.96 2.72
H 5.45 6.13 2.71
H 5.82 4.74 1.70
H 5.44 4.62 3.47
H 0.92 1.69 1.97
H 2.40 1.41 1.34
C -3.40 -2.22 2.62
C -3.23 -1.46 1.28
C -3.68 -0.02 1.37
O -5.03 0.15 1.93
C -5.55 1.49 1.72
N -1.89 -1.50 0.78
H -2.78 -3.12 2.55
H -4.46 -2.23 2.89
H -2.80 -1.73 3.39
H -3.95 -1.86 0.56
H -3.76 0.34 0.35
H -3.04 0.71 1.89
H -6.04 1.39 0.75
H -4.71 2.18 1.66
H -6.25 1.75 2.52
H -1.58 -2.43 0.52
H -1.81 -1.03 -0.11
C 0.35 4.34 -4.05
C 0.39 2.77 -3.98
C 1.10 2.30 -2.67
O 2.00 3.31 -2.27
C 3.45 2.85 -2.44
N -0.98 2.19 -4.11
H -0.21 4.53 -4.96
H 1.36 4.75 -4.02
H -0.28 4.86 -3.33
H 0.99 2.49 -4.85
H 1.65 1.37 -2.83
H 0.39 2.11 -1.87
H 3.73 2.27 -3.32
H 3.71 2.38 -1.50
H 4.12 3.71 -2.43
H -1.58 2.95 -3.81
H -1.39 2.19 -5.03
C -0.18 -4.02 -2.29
C -1.16 -3.55 -1.22
C -1.39 -4.64 -0.15
O -2.25 -5.65 -0.57
C -2.33 -6.78 0.31
N -0.52 -2.47 -0.48
H -0.49 -3.48 -3.18
H -0.30 -5.03 -2.66
H 0.88 -4.06 -2.04
H -2.12 -3.19 -1.60
H -1.83 -4.20 0.75
H -0.45 -5.02 0.25
H -1.34 -7.22 0.33
H -3.02 -7.51 -0.12
H -2.69 -6.58 1.32
H -1.16 -1.70 -0.33
H 0.00 -2.01 -1.22
C 1.08 -1.03 -1.93
O 0.66 -2.15 -2.29
N 1.03 -0.44 -0.67
C 1.40 0.95 -0.51
C 0.39 -0.98 0.48
H 1.44 -0.30 -2.66
H 0.44 1.46 -0.43
H 1.91 1.31 -1.40
H 1.95 1.12 0.42
H -0.63 -0.63 0.65
H 0.43 -2.07 0.42
H 1.05 -0.73 1.31
```

Calculated values
Spin multiplicity   1
F_max   0.2493 Eh/bohr
Net charge   0
Gap between HOMO and LUMO   0.2603 Eh
E_LUMO   0.0017 hartree



Going through the records in order, we get energy values of -31303.4154 -154041.3100 eV.